Formula: C20H10AuN4O4S3
Source: OMol25
Level of theory: ωB97M-V/def2-TZVPD

Structure (XYZ):
```
42
Properties=species:S:1:pos:R:3:forces:R:3:lowdin_charge:R:1
Au 0.22866 1.67573 -0.24250 1.392 0.873 -1.189 0.84
S 1.61819 3.31717 -1.58263 -0.804 -0.405 0.776 0.62
S -3.75264 3.47615 0.88038 0.738 -0.260 -0.107 1.01
S 1.82141 0.43661 -1.74762 -0.809 0.333 1.069 0.63
O 2.85425 -6.13683 2.56959 -0.295 0.111 0.113 0.06
O -0.57853 -0.31898 0.79859 -0.601 -0.155 -0.255 -0.05
O 1.31148 0.53293 1.52471 0.279 -0.491 0.581 -0.08
O 0.88651 -6.43900 3.39437 0.169 0.159 -0.100 0.06
N -1.60098 1.27372 -1.63845 -0.425 -0.120 0.127 0.03
N 4.25402 4.33968 -4.03067 0.136 0.327 -0.068 0.14
N 4.90287 0.12906 -3.95926 0.121 -0.390 -0.150 0.14
N 1.74622 -5.72993 2.88947 0.278 -1.291 0.257 -0.36
C 3.92040 3.32747 -3.59720 0.014 0.693 -0.178 -0.28
C -0.15831 -2.56947 2.58962 0.161 0.141 -0.079 0.00
C -2.70712 1.62885 -0.97296 -0.495 -0.692 -0.902 -0.30
C -2.48968 2.53691 0.11131 -0.358 0.803 0.804 -0.51
C 2.42941 1.95675 -2.23882 0.672 0.231 -0.659 -1.16
C 2.42720 -3.51266 2.15893 -0.036 -0.446 0.118 0.02
C 0.48366 -0.40174 1.45258 0.335 0.456 0.245 -0.69
C -1.26135 2.79845 0.64936 0.512 -0.617 -0.784 -0.28
C -3.95105 1.10632 -1.33704 0.193 0.174 0.111 -0.03
C 2.11586 -2.20231 1.87019 -0.205 0.148 0.127 0.01
C 1.43552 -4.35596 2.65402 -0.259 1.558 -0.287 -0.16
C 3.49782 2.08171 -3.11794 -0.873 -0.075 0.727 -0.41
C -2.85050 -0.17283 -3.03238 -0.111 0.057 0.032 -0.06
C 0.81626 -1.73472 2.04931 0.113 -0.226 -0.139 -0.11
C 0.14879 -3.87793 2.90060 0.201 -0.386 0.116 0.01
C -1.32019 3.74999 1.68230 -0.032 0.263 0.321 -0.19
C 4.23215 0.98116 -3.57614 0.299 -0.525 -0.093 -0.28
C -4.01710 0.20269 -2.37818 0.139 -0.036 -0.115 -0.07
C -1.65964 0.39679 -2.61908 -0.205 -0.202 -0.287 -0.13
C -2.58513 4.20152 1.91199 -0.138 -0.085 -0.166 -0.43
H 3.41682 -3.90600 1.99020 0.051 -0.011 -0.014 0.12
H -2.90606 4.94525 2.61452 -0.015 0.134 0.218 0.05
H -0.45847 4.08389 2.23252 0.109 0.101 0.109 0.10
H -2.85483 -0.89279 -3.83434 -0.040 -0.058 -0.101 0.10
H 2.85924 -1.52425 1.48074 0.054 0.034 -0.087 0.12
H -1.15529 -2.18566 2.74177 -0.102 -0.017 -0.076 0.12
H -4.82794 1.39923 -0.78010 -0.143 -0.009 -0.008 0.09
H -4.96547 -0.21445 -2.68320 -0.102 -0.049 0.032 0.10
H -0.58949 -4.55190 3.30863 -0.026 0.009 -0.008 0.11
H -0.71694 0.14939 -3.08719 0.108 -0.058 -0.032 0.08
```
Positions in Å, forces in eV/Å.

Computed properties:
- LUMO level: 1.1 eV
- Electronic energy: -2618.3648 a.u.
- ΔE to the lowest compared entry with this formula, charge and spin: 1.432 eV
- Gap between HOMO and LUMO: 6.62 eV
- HOMO level: -5.5 eV
- Charge: -1

Formula: C20H10BrF9PReSbSe4
Source: OMol25
Level of theory: ωB97M-V/def2-TZVPD

Structure (XYZ):
```
47
Properties=species:S:1:pos:R:3:forces:R:3:lowdin_charge:R:1
Re -0.22540 0.87460 0.57130 -0.211 -0.419 -2.521 0.09
Sb -3.52260 1.56250 -1.10920 -0.965 0.379 -0.005 0.20
Br 0.49470 1.53760 2.77390 -0.660 1.060 1.048 0.99
Se -3.69280 0.08130 -2.98640 0.070 1.106 1.349 0.21
Se -4.07840 3.28160 0.48430 0.318 -1.345 -1.418 0.20
Se -2.09420 -0.34480 0.63290 0.315 -0.212 0.543 0.32
Se -0.57260 2.03940 -1.29530 0.753 0.390 0.824 0.30
P 2.27190 0.38300 0.30870 0.023 1.038 1.151 1.00
F 4.76200 -0.94730 1.29240 0.301 -0.160 0.104 0.11
F 5.68490 -1.18510 3.84040 -0.071 0.095 0.055 0.20
F 0.28470 -4.75530 -0.26560 0.084 -0.068 -0.419 0.22
F 4.24880 -0.12020 5.91190 -0.048 0.020 -0.172 0.22
F 0.69550 -1.66000 1.32630 0.494 -0.494 0.300 0.00
F 1.12290 -4.44930 1.69700 0.255 0.064 0.118 0.22
F 1.88640 1.14900 5.38310 0.098 -0.046 0.092 0.15
F -0.85640 -3.70530 1.23460 0.023 0.049 -0.064 0.21
F 0.21770 -2.06470 -0.72750 0.432 -0.792 -0.138 0.08
C 2.13670 0.69560 3.10650 1.033 -0.750 -0.184 -0.51
C 3.72130 4.14140 -0.08730 0.044 0.016 0.043 -0.03
C 4.06630 -0.44730 2.31950 -0.532 0.207 0.168 -0.19
C 2.87410 3.05910 0.06810 -0.242 -0.087 0.092 -0.11
C 2.60210 0.62180 4.41060 -0.125 0.051 -0.250 -0.22
C 5.01660 3.94700 -0.54370 -0.059 -0.094 -0.032 -0.01
C 4.55130 -0.56240 3.62170 -0.100 0.054 0.000 -0.10
C 3.33790 1.76760 -0.19650 -0.382 -0.263 -0.335 -0.35
C 2.84430 0.15010 2.03570 0.133 -0.192 0.140 -0.30
C 5.46510 2.66700 -0.83540 0.135 -0.179 -0.037 -0.02
C 0.95580 -2.54990 0.30370 -0.947 0.405 -0.047 -0.36
C 3.31770 -3.41280 -2.19430 0.024 -0.034 -0.337 0.04
C 3.08880 -0.99350 -1.93010 -0.273 0.940 1.279 -0.01
C 3.81490 -0.02100 4.68370 0.045 -0.050 -0.370 -0.10
C 3.36950 -2.10830 -2.72150 0.050 -0.896 0.321 0.12
C 2.46350 -2.48580 -0.04140 0.190 0.164 -0.345 -0.14
C 2.72500 -1.11110 -0.60280 -0.157 -0.676 -1.224 -0.21
C 4.64350 1.56840 -0.65280 -0.202 0.017 0.143 -0.08
C 2.86520 -3.61580 -0.93110 -0.047 0.417 0.192 0.11
C 0.35510 -3.92540 0.75320 -0.112 0.257 0.274 -0.58
H 3.18310 -0.00770 -2.36830 0.054 0.015 -0.017 0.13
H 3.60860 -4.24660 -2.81460 0.035 -0.108 -0.032 0.15
H 3.66460 -1.96320 -3.75160 -0.004 0.007 -0.140 0.16
H 2.80450 -4.61130 -0.51550 -0.044 -0.153 -0.005 0.15
H 2.99670 -2.63260 0.91180 -0.056 0.041 -0.010 0.19
H 5.67900 4.78720 -0.67730 0.056 0.113 0.005 0.13
H 1.85690 3.23520 0.41040 0.117 -0.028 -0.024 0.06
H 3.37480 5.13230 0.16170 -0.054 0.100 -0.057 0.13
H 5.02190 0.57400 -0.83670 0.110 -0.024 -0.028 0.10
H 6.47090 2.50640 -1.19270 0.097 0.063 -0.027 0.13
```
Positions in Å, forces in eV/Å.

Computed properties:
- LUMO level: -12.0 eV
- Electronic energy: -14505.4096 a.u.
- ΔE to the lowest compared entry with this formula, charge and spin: 0.302 eV
- Gap between HOMO and LUMO: 5.19 eV
- HOMO level: -17.1 eV
- Charge: +3

Formula: C20H10Cl2F5MnN3OS3
Source: OMol25
Level of theory: ωB97M-V/def2-TZVPD

Structure (XYZ):
```
45
Properties=species:S:1:pos:R:3:forces:R:3:lowdin_charge:R:1
Mn 0.65489 0.91188 -0.02750 0.165 -0.187 -0.007 0.35
Cl 0.80897 0.15784 4.08889 0.083 -0.168 -0.093 0.63
Cl -3.47597 -0.86311 0.88487 -0.271 0.072 -0.033 0.74
S -1.17038 1.12088 1.67787 0.099 -0.195 0.590 0.49
S -0.51247 1.44929 -2.20398 -0.164 0.305 0.012 0.54
S 1.85273 3.09865 0.65627 -0.272 -0.153 -0.097 0.49
F -5.45237 1.07407 -0.97303 0.356 0.485 -0.045 0.06
F -5.72812 3.85117 -0.57580 0.422 -0.419 -0.055 0.07
F -3.11234 0.08182 -1.74476 -0.014 0.460 -0.109 0.01
F -3.48149 5.39553 -0.72139 -0.090 -0.473 -0.041 0.07
F -1.10206 4.39768 -1.38168 -0.751 -0.729 0.006 0.05
O 0.81618 -1.20017 -0.11973 -1.068 1.778 1.054 -0.13
N 3.88695 4.11810 -0.69702 -0.363 -0.092 -0.435 -0.01
N 2.82054 0.69946 -0.76354 0.159 1.848 0.544 -0.07
N 3.64821 1.81842 -0.98011 -1.154 1.821 0.204 -0.04
C -4.38177 1.90850 -1.08111 -0.472 -0.280 -0.104 -0.16
C 3.57681 -2.71344 -1.85754 1.247 0.684 0.521 -0.08
C 3.15826 2.92732 -0.45924 0.442 -0.725 0.446 -0.91
C -0.57245 -2.16886 4.08878 0.483 1.298 -0.333 -0.15
C -3.15619 1.39259 -1.45903 0.002 0.187 -0.264 -0.30
C -4.53361 3.27442 -0.86722 0.593 0.253 0.145 -0.14
C 3.16560 -4.03795 -1.96438 0.676 1.057 -0.543 -0.15
C 1.24466 -3.34255 -0.75150 -0.550 -0.023 -0.034 -0.04
C 1.91755 -4.29978 -1.42480 0.357 -0.609 0.198 -0.14
C -2.00768 2.18887 -1.63011 0.445 -1.084 0.056 -0.59
C 2.91994 -1.67177 -1.13572 -0.433 -1.326 -1.168 -0.13
C -2.14030 3.52143 -1.30425 -0.480 1.084 0.095 -0.24
C -2.35695 -1.28023 2.11755 -0.925 -1.925 0.849 -0.70
C -1.32690 -0.44314 2.49885 1.171 1.048 -0.420 -0.71
C -3.38701 4.05739 -0.94893 0.239 0.345 -0.086 -0.13
C -1.63623 -2.94963 3.68188 -0.557 -1.110 0.594 -0.14
C 3.41720 -0.32040 -1.18171 0.917 -2.028 -0.854 -0.14
C 1.62658 -2.00008 -0.62885 1.472 -0.267 -0.527 -0.42
C -0.42419 -0.91098 3.50045 -1.027 -0.142 -0.238 -0.68
C -2.57559 -2.52552 2.74447 0.837 -0.040 0.135 -0.13
H 3.77381 -4.78021 -2.49864 -0.379 0.374 0.239 0.08
H 3.27653 4.93312 -0.65276 0.060 -0.444 0.326 0.05
H -1.76422 -3.93364 4.16695 -0.001 0.522 -0.349 0.09
H 1.51126 -5.27965 -1.50866 -0.419 -0.737 -0.005 0.08
H -3.39490 -3.22597 2.51428 0.380 0.784 -0.199 0.10
H 4.38614 -0.15349 -1.67048 -0.051 -0.182 0.180 0.11
H 0.15107 -2.43902 4.85875 -0.330 -0.237 -0.228 0.09
H 4.54936 -2.43661 -2.28472 -0.239 -0.081 0.012 0.09
H 0.28052 -3.47805 -0.34801 -1.091 -0.649 0.390 0.10
H 4.24941 4.07583 -1.63365 0.492 -0.096 -0.327 0.05
```
Positions in Å, forces in eV/Å.

Computed properties:
- LUMO level (alpha / beta): 4.7 / 4.7 eV
- Electronic energy: -4773.0695 a.u.
- ΔE to the lowest compared entry with this formula, charge and spin: 0.000 eV
- Gap between HOMO and LUMO (alpha / beta): 6.36 / 6.69 eV
- HOMO level (alpha / beta): -1.6 / -2.0 eV
- Expectation value of S²: 8.76
- Multiplicity: 6
- Charge: -2

Formula: C20H12Cl2N3O9Ta
Source: OMol25
Level of theory: ωB97M-V/def2-TZVPD

Structure (XYZ):
```
47
Properties=species:S:1:pos:R:3:forces:R:3:lowdin_charge:R:1
Ta -0.33573 -0.07096 -0.15312 -0.052 0.151 0.375 2.00
Cl -0.70564 -0.05246 -4.86383 -0.081 -0.003 -0.068 0.81
Cl 4.61008 -0.08422 -5.68998 0.011 0.001 -0.009 0.79
O 1.71407 -0.00528 -0.08540 0.081 -0.040 -0.011 -0.12
O -3.61009 -5.96440 3.74180 0.032 0.014 0.012 0.13
O -0.07879 -0.22169 1.71807 -0.192 -0.055 -0.164 -0.20
O -1.95834 -3.45207 -1.51472 -0.030 -0.018 0.016 0.10
O -2.82680 -4.59168 5.21973 0.016 -0.013 -0.020 0.13
O -1.65425 -1.36481 0.02819 0.362 0.257 -0.272 -0.18
O -1.05925 -0.10225 3.72673 -0.011 -0.035 -0.071 0.21
O 0.05590 -0.05699 -2.01956 -0.020 -0.098 -0.057 -0.23
O -3.75167 -4.51764 -0.94320 0.010 0.016 0.012 0.16
N -2.78161 -3.84603 -0.70790 0.010 -0.091 -0.079 -0.33
N -1.33918 1.75844 -0.10176 -0.188 0.347 0.044 -0.12
N -3.06942 -4.94254 4.08947 -0.049 0.041 -0.041 -0.34
C 3.51461 -0.04085 -3.23870 0.025 0.005 0.038 0.00
C 1.09075 -0.04927 -2.87619 0.154 -0.066 -0.168 -0.28
C 2.41004 -0.03340 -2.36248 -0.169 0.000 -0.120 -0.12
C -2.83956 4.13026 -0.02698 0.106 -0.155 0.005 -0.19
C -1.88518 2.28619 -1.23748 0.074 -0.191 -0.042 -0.07
C -2.92962 -4.35624 1.69740 -0.047 -0.059 -0.055 0.13
C 1.98895 -0.07021 -5.09306 -0.013 0.002 -0.048 -0.03
C -2.26845 3.58460 1.13228 -0.050 0.080 -0.045 0.04
C -2.61861 3.43873 -1.22566 -0.056 0.100 0.032 0.04
C -2.66581 -4.00634 3.00595 0.005 -0.035 0.034 -0.07
C 0.88800 -0.05764 -4.24681 0.006 0.002 0.158 -0.57
C 3.29576 -0.06531 -4.59669 0.005 0.001 0.004 -0.63
C -2.04043 -2.82724 3.34834 0.007 0.026 0.090 0.12
C -1.65572 -1.95382 2.33848 0.026 -0.023 -0.060 -0.04
C -1.93574 -2.27442 1.01251 -0.140 -0.399 0.160 -0.18
C -1.54344 2.42913 1.07435 0.109 -0.106 0.047 -0.06
C -0.95195 -0.69778 2.71082 0.039 0.067 0.190 -0.43
C 2.62649 0.00446 -0.97645 0.030 -0.013 0.037 -0.03
C -2.54479 -3.48393 0.69901 0.056 0.248 0.041 -0.03
C -3.64020 5.37904 0.02922 -0.043 0.057 0.000 0.00
H 3.64912 0.05232 -0.59974 -0.009 -0.008 0.032 0.17
H -4.51187 5.22617 0.67030 0.001 0.004 -0.002 0.12
H -2.39306 4.07051 2.09086 -0.001 -0.001 0.001 0.15
H -1.71500 1.73868 -2.15593 0.001 0.014 -0.004 0.11
H 4.52412 -0.02914 -2.84779 -0.009 -0.003 0.020 0.14
H -3.05423 6.18044 0.48374 -0.001 -0.003 -0.001 0.11
H -3.02494 3.80697 -2.15768 -0.007 -0.004 0.002 0.14
H 1.82844 -0.08489 -6.16394 -0.005 0.000 0.002 0.13
H -3.42600 -5.28832 1.46016 0.003 0.002 -0.002 0.15
H -3.97822 5.69644 -0.95336 0.005 -0.003 0.000 0.10
H -1.85289 -2.59353 4.38825 0.013 0.006 -0.006 0.15
H -1.09396 2.00756 1.96387 -0.013 -0.018 -0.011 0.12
```
Positions in Å, forces in eV/Å.

Computed properties:
- LUMO level: -8.5 eV
- Electronic energy: -2587.5627 a.u.
- ΔE to the lowest compared entry with this formula, charge and spin: 0.000 eV
- Gap between HOMO and LUMO: 6.85 eV
- HOMO level: -15.4 eV
- Charge: +2